(1)
This record from OMol25 describes a cluster of 5 separate species, C20H25N5 in total in a non-equilibrium geometry. The level of theory is ωB97M-V/def2-TZVPD.

gap between HOMO and LUMO: 0.2860 Ha
E_tot: -1050.4918 a.u.

```
! wB97M-V def2-TZVPD RIJCOSX def2/J DEFGRID3
* xyz 0 1
C 3.8981 1.0153 -1.2589
C 3.1931 1.7923 -2.3359
C 2.3001 2.7403 -1.5809
N 2.4851 2.5613 -0.1909
C 3.3581 1.4933 0.0971
H 4.8151 0.5423 -1.4469
H 3.2561 1.4543 -3.3309
H 1.4921 3.4453 -1.7749
H 1.9501 3.1643 0.3831
H 3.4991 1.0763 1.0241
C -0.5529 -2.2977 0.3811
C 0.7211 -2.5037 -0.4449
C 1.1441 -1.1207 -0.7929
N 0.2951 -0.2657 -0.2149
C -0.7489 -0.8547 0.4691
H -1.2579 -2.9667 0.9021
H 1.0541 -3.4967 -0.7209
H 2.1511 -0.7597 -1.0519
H 0.4641 0.7973 -0.1759
H -1.4839 -0.0847 0.9231
C -5.0599 1.3153 0.9601
C -4.4279 -0.0527 0.8041
C -3.8849 -0.4737 2.1161
N -4.0469 0.5553 3.0701
C -4.6379 1.6843 2.3751
H -5.4149 1.8903 0.2221
H -4.4209 -0.6767 -0.1599
H -3.4049 -1.4157 2.5001
H -3.7289 0.5493 4.0231
H -4.9969 2.6163 2.9081
C -1.1469 0.8783 -5.0449
C -0.0319 0.2243 -5.6199
C 0.6191 -0.7297 -4.4869
N -0.1859 -0.4687 -3.4859
C -1.2789 0.4703 -3.6409
H -1.7009 1.5773 -5.5549
H 0.4231 0.0853 -6.5859
H 1.5651 -1.2987 -4.5509
H 0.0771 -0.8007 -2.5789
H -2.2079 0.9483 -2.9809
C 1.0461 -1.0587 4.8411
C 2.2251 -1.9087 4.6321
C 2.5261 -1.8197 3.1331
N 1.5351 -0.9867 2.5211
C 0.6701 -0.5277 3.4311
H 0.6131 -0.9127 5.8691
H 2.6181 -2.1447 5.4411
H 3.4381 -2.2727 2.3551
H 1.4041 -1.0307 1.5261
H -0.2159 0.0543 3.1011
*
```

Charges computed using natural (NBO), reported in e: number 1, C, carries -0.31; number 2, C, carries -0.29; number 3, C, carries -0.09; number 4, N, carries -0.52; number 5, C, carries -0.08; number 6, H, carries 0.22; number 7, H, carries 0.23; number 8, H, carries 0.22; number 9, H, carries 0.42; number 10, H, carries 0.22; number 11, C, carries -0.31; number 12, C, carries -0.30; number 13, C, carries -0.16; number 14, N, carries -0.54; number 15, C, carries -0.11; number 16, H, carries 0.24; number 17, H, carries 0.24; number 18, H, carries 0.26; number 19, H, carries 0.44; number 20, H, carries 0.25; number 21, C, carries -0.28; number 22, C, carries -0.32; number 23, C, carries -0.09; number 24, N, carries -0.54; number 25, C, carries -0.09; number 26, H, carries 0.21; number 27, H, carries 0.24; number 28, H, carries 0.22; number 29, H, carries 0.43; number 30, H, carries 0.22; number 31, C, carries -0.29; number 32, C, carries -0.33; number 33, C, carries -0.07; number 34, N, carries -0.48; number 35, C, carries -0.17; number 36, H, carries 0.21; number 37, H, carries 0.22; number 38, H, carries 0.23; number 39, H, carries 0.42; number 40, H, carries 0.25; number 41, C, carries -0.32; number 42, C, carries -0.27; number 43, C, carries -0.12; number 44, N, carries -0.53; number 45, C, carries -0.07; number 46, H, carries 0.23; number 47, H, carries 0.19; number 48, H, carries 0.23; number 49, H, carries 0.45; number 50, H, carries 0.21

(2)
This record from OMol25 describes a structure of composition C20H14Br2ClHoN4O4Se2 in a non-equilibrium geometry. The level of theory is ωB97M-V/def2-TZVPD.

gap between HOMO and LUMO (alpha / beta): 0.2406 / 0.2406 Ha
E_tot: -12649.0049 a.u.
<S²>: 6.004

```
! wB97M-V def2-TZVPD RIJCOSX def2/J DEFGRID3
* xyz 2 5
Ho 12.0383 6.1934 10.8839
Se 13.6302 3.8299 11.8600
Se 14.6050 5.2615 9.7118
C 13.3006 5.0815 8.3660
C 13.6803 5.0664 6.9970
C 12.7159 4.8572 6.0399
C 11.3821 4.5912 6.4776
C 11.1284 4.6015 7.8452
N 12.0095 5.0074 8.7907
C 13.9843 5.3104 13.0119
C 14.6427 4.9461 14.2284
C 14.7705 5.9257 15.2055
C 14.3978 7.2685 14.8654
C 13.9670 7.5434 13.5595
N 13.7295 6.5774 12.6631
H 14.7325 5.2210 6.8218
H 12.9453 4.7675 4.9789
H 10.5223 4.4092 5.8174
H 10.1496 4.3828 8.2112
H 14.8846 3.8534 14.4278
H 15.1994 5.6615 16.1670
H 14.2929 8.0327 15.5960
H 13.9120 8.5745 13.1936
Br 6.7536 6.1374 15.6045
C 8.0980 5.8665 14.3182
C 9.3477 5.3658 14.7223
C 10.3516 5.2277 13.7641
N 10.2527 5.7170 12.4815
C 8.9724 6.0107 12.1230
C 7.8930 6.1274 13.0131
C 8.6953 6.2641 10.6862
C 7.3727 6.1464 10.1213
C 7.2318 6.4596 8.7791
Br 5.5232 6.3760 7.9891
C 8.3301 6.9356 8.0211
C 9.5357 7.1073 8.6793
N 9.7487 6.6773 9.9450
H 9.5552 5.0557 15.7570
H 11.3710 4.8181 13.9866
H 6.9513 6.4731 12.6182
H 6.4958 5.8378 10.7562
H 8.1758 7.2752 6.9919
H 10.4260 7.5256 8.1693
O 12.0048 8.5980 11.9441
Cl 12.5058 9.2263 10.7073
O 11.4704 9.9872 10.1065
O 13.6979 9.9314 10.8651
O 12.8306 7.9959 9.7504
*
```

Charges computed using natural (NBO), reported in e: number 1, Ho, carries 1.69; number 2, Se, carries 0.35; number 3, Se, carries 0.42; number 4, C, carries 0.01; number 5, C, carries -0.23; number 6, C, carries -0.10; number 7, C, carries -0.22; number 8, C, carries 0.07; number 9, N, carries -0.59; number 10, C, carries -0.03; number 11, C, carries -0.24; number 12, C, carries -0.12; number 13, C, carries -0.20; number 14, C, carries 0.09; number 15, N, carries -0.56; number 16, H, carries 0.26; number 17, H, carries 0.26; number 18, H, carries 0.26; number 19, H, carries 0.22; number 20, H, carries 0.26; number 21, H, carries 0.26; number 22, H, carries 0.26; number 23, H, carries 0.25; number 24, Br, carries 0.20; number 25, C, carries -0.01; number 26, C, carries -0.26; number 27, C, carries 0.08; number 28, N, carries -0.57; number 29, C, carries 0.22; number 30, C, carries -0.26; number 31, C, carries 0.21; number 32, C, carries -0.25; number 33, C, carries -0.03; number 34, Br, carries 0.19; number 35, C, carries -0.26; number 36, C, carries 0.08; number 37, N, carries -0.55; number 38, H, carries 0.27; number 39, H, carries 0.21; number 40, H, carries 0.26; number 41, H, carries 0.26; number 42, H, carries 0.27; number 43, H, carries 0.24; number 44, O, carries -0.82; number 45, Cl, carries 2.51; number 46, O, carries -0.73; number 47, O, carries -0.72; number 48, O, carries -0.91

(3)
This record from OMol25 describes a cluster of 7 separate species, C6H28NO7 in total in a non-equilibrium geometry. The level of theory is ωB97M-V/def2-TZVPD.

gap between HOMO and LUMO: 0.3979 Ha
E_tot: -826.6295 a.u.

```
! wB97M-V def2-TZVPD RIJCOSX def2/J DEFGRID3
* xyz 1 1
C 3.0354 -0.1271 -0.7904
O 1.7955 -0.2180 -1.4519
C 3.0312 0.9724 0.2896
C 1.6151 1.0580 0.9542
C 1.1328 -0.3138 1.4210
C -0.2051 -0.3957 2.0871
C -1.3370 -0.2322 1.0887
N -1.8539 -1.5816 0.6226
H 3.2079 -1.0589 -0.2510
H 3.8765 -0.0861 -1.4870
H 1.5967 0.5814 -1.9494
H 3.2374 1.9424 -0.1716
H 3.7985 0.8768 1.0537
H 1.7011 1.7038 1.8092
H 1.0430 1.5684 0.1841
H 1.2512 -0.9846 0.5838
H 1.8921 -0.6895 2.1121
H -0.2948 -1.4278 2.4210
H -0.2756 0.1056 3.0448
H -2.1918 0.3024 1.5010
H -1.0348 0.2940 0.1851
H -1.5415 -1.7613 -0.3521
H -2.8538 -1.4833 0.4883
H -1.5278 -2.3127 1.2550
H 0.1317 -2.8145 -2.1141
H 0.6669 -1.7000 -1.3223
O 0.1263 -2.5082 -1.1927
H -3.5290 -0.9833 -2.3320
H -2.1655 -0.2168 -2.3564
O -2.6477 -0.9664 -1.9450
H -0.5699 0.7002 -3.7806
H -1.1972 1.8821 -2.8695
O -0.9445 0.9518 -2.9327
H -2.2080 4.0644 -2.2990
H -2.2960 3.6390 -0.8772
O -2.1497 3.2599 -1.7612
H 0.2793 -4.2401 2.4064
H 0.3153 -3.8735 0.9243
O 0.1258 -3.5023 1.8014
H 0.0249 3.4541 3.8885
H -0.9431 3.3029 2.7505
O -0.0417 3.5971 2.9365
*
```

Charges computed using natural (NBO), reported in e: number 1, C, carries -0.08; number 2, O, carries -0.76; number 3, C, carries -0.42; number 4, C, carries -0.40; number 5, C, carries -0.41; number 6, C, carries -0.44; number 7, C, carries -0.22; number 8, N, carries -0.72; number 9, H, carries 0.18; number 10, H, carries 0.19; number 11, H, carries 0.49; number 12, H, carries 0.20; number 13, H, carries 0.22; number 14, H, carries 0.23; number 15, H, carries 0.19; number 16, H, carries 0.21; number 17, H, carries 0.22; number 18, H, carries 0.23; number 19, H, carries 0.23; number 20, H, carries 0.21; number 21, H, carries 0.23; number 22, H, carries 0.50; number 23, H, carries 0.44; number 24, H, carries 0.46; number 25, H, carries 0.49; number 26, H, carries 0.51; number 27, O, carries -0.99; number 28, H, carries 0.49; number 29, H, carries 0.51; number 30, O, carries -1.01; number 31, H, carries 0.49; number 32, H, carries 0.52; number 33, O, carries -0.99; number 34, H, carries 0.48; number 35, H, carries 0.49; number 36, O, carries -0.96; number 37, H, carries 0.49; number 38, H, carries 0.50; number 39, O, carries -0.97; number 40, H, carries 0.47; number 41, H, carries 0.46; number 42, O, carries -0.93

Going through the records in order, we get energy above the lowest of the compared OMol25 structures with the same formula, charge and spin values of 11.259; 0.000; 1.191 eV.